(1)
The following is a quantum chemistry calculation of C3H6N2O in the gas phase in a non-equilibrium geometry, from OMol25.

Its SMILES is C=CN(N)C=O. The energy is -302.5689 Ha. Its highest occupied orbital energy is -9.228 eV. As for the lowest unoccupied orbital energy: 0.81 eV. As for the total charge: 0. Its spin multiplicity is 1. Its energy relative to the best compared isomer or geometry (same formula, charge and spin) is 3.379 eV. For the orbital gap, the calculation gives 0.369 Eh.

Each line ends with the Mulliken charge.
Atoms and positions in Å:
C1 1.99 -0.91 0.08  -0.541
C2 0.72 -0.74 -0.03  -0.219
N1 -0.14 0.36 -0.08  0.248
N2 0.55 1.63 0.03  -0.740
C3 -1.48 0.24 -0.15  0.193
O1 -1.97 -0.84 0.13  -0.573
H1 2.56 0.07 0.03  0.214
H2 2.51 -1.90 -0.20  0.237
H3 0.01 -1.64 -0.11  0.244
H4 0.80 1.90 0.98  0.261
H5 1.45 1.59 -0.62  0.291
H6 -1.82 1.21 -0.14  0.384



(2)
The following is a quantum chemistry calculation of a molecular structure, C21H26AsCl5GaO7SSi, from OMol25.

The energy is -8491.9137 Ha. Its highest occupied orbital energy is -5.860 eV. As for the lowest unoccupied orbital energy: 2.36 eV. As for the total charge: -1. Its spin multiplicity is 1. Its energy relative to the best compared isomer or geometry (same formula, charge and spin) is 0.841 eV. For the orbital gap, the calculation gives 0.302 Eh.

Each line ends with the Mulliken charge.
Atoms and positions in Å:
Ga1 -0.11 0.39 -0.38  1.778
Cl1 -7.28 -1.87 0.35  -0.214
C1 -5.59 -1.50 0.34  0.343
C2 -5.13 -0.33 -0.24  -0.169
Cl2 -6.24 0.77 -0.97  -0.214
C3 -3.77 -0.03 -0.24  0.798
Cl3 -3.20 1.41 -1.00  -0.216
C4 -2.81 -0.88 0.35  -0.735
O1 -1.55 -0.64 0.40  0.021
C5 -3.32 -2.06 0.94  0.320
Cl4 -2.19 -3.11 1.70  -0.171
C6 -4.67 -2.36 0.93  0.156
Cl5 -5.23 -3.83 1.66  -0.213
O2 1.26 0.58 -4.32  -0.631
As1 2.40 0.52 -2.96  0.743
O3 3.75 1.35 -3.39  -0.800
O4 1.58 1.03 -1.58  -0.403
C7 2.78 -1.38 -2.85  -0.470
C8 3.98 -1.74 -3.44  -0.786
C9 4.37 -3.08 -3.49  -0.573
C10 3.55 -4.05 -2.96  -0.556
C11 2.35 -3.71 -2.36  -0.638
C12 1.97 -2.38 -2.30  0.535
S1 0.49 -2.02 -1.37  1.153
O5 -0.20 -3.25 -1.21  -0.640
O6 -0.25 -0.94 -2.08  -0.692
O7 0.98 -1.36 -0.12  -0.600
H1 1.61 1.28 -4.88  0.296
H2 4.61 -0.96 -3.85  0.518
H3 5.31 -3.35 -3.95  0.376
H4 3.84 -5.10 -3.01  0.376
H5 1.69 -4.46 -1.93  0.524
C13 -0.69 3.09 1.65  -1.294
Si1 0.54 2.62 0.29  -0.558
C14 0.35 3.92 -1.12  2.823
C15 1.70 4.36 -1.68  -2.008
C16 -0.48 3.37 -2.29  -1.559
C17 -0.37 5.16 -0.58  -1.975
C18 2.23 2.53 1.22  2.529
C19 2.22 1.21 2.01  -2.048
C20 2.30 3.70 2.21  -2.007
C21 3.51 2.54 0.38  -1.831
H6 -0.53 4.09 2.06  0.359
H7 -0.62 2.37 2.48  0.320
H8 -1.72 3.04 1.28  0.269
H9 2.28 3.53 -2.08  0.300
H10 2.31 4.87 -0.93  0.337
H11 1.53 5.08 -2.50  0.586
H12 -0.06 2.46 -2.71  0.251
H13 -0.51 4.12 -3.09  0.552
H14 -1.52 3.17 -2.00  0.162
H15 0.19 5.63 0.24  0.301
H16 -1.37 4.92 -0.20  0.320
H17 -0.48 5.89 -1.38  0.496
H18 1.38 1.16 2.72  0.248
H19 3.15 1.12 2.59  0.522
H20 2.16 0.34 1.36  0.411
H21 1.54 3.64 2.98  0.341
H22 2.20 4.67 1.70  0.275
H23 3.28 3.70 2.70  0.537
H24 3.51 1.80 -0.42  0.196
H25 4.36 2.32 1.04  0.612
H26 3.70 3.51 -0.08  0.319



Question: Which formula does entry 1 have?
Answer: C3H6N2O



Question: Which formula does entry 2 have?
Answer: C21H26AsCl5GaO7SSi



Question: The lowest lowest unoccupied orbital energy belongs to which entry?
Answer: C3H6N2O